Formula: C28H62F7N3O10P2
Source: OMol25
Level of theory: ωB97M-V with the def2-TZVPD basis set

Results
* gap between HOMO and LUMO: 8.365 eV
* maximum force: 0.0319 hartree/bohr
* spin multiplicity: 1
* SMILES string: C=CCP(O)(CCC)(CP(=O)(O)O)C(F)(F)C(F)(F)C(F)(F)F.COCCNCCOC.COCCNCCOC.COCCNCCOC

Element x y z (Å)
C (-6.581, 1.985, -3.374)
C (-6.977, 1.162, -2.372)
C (-5.975, 0.342, -1.610)
P (-5.272, 1.319, -0.188)
O (-6.731, 2.224, -0.118)
C (-4.281, 2.782, -0.698)
C (-2.968, 3.022, 0.089)
C (-2.613, 4.501, 0.221)
C (-3.686, 0.198, -0.220)
P (-3.875, -1.582, -0.443)
O (-3.763, -1.993, -1.847)
O (-2.696, -2.265, 0.441)
O (-5.183, -2.131, 0.280)
C (-5.657, 0.854, 1.637)
F (-6.900, 0.289, 1.651)
F (-4.833, -0.087, 2.152)
C (-5.699, 2.053, 2.653)
F (-4.903, 1.750, 3.702)
F (-5.212, 3.196, 2.116)
C (-7.087, 2.372, 3.283)
F (-7.479, 1.396, 4.089)
F (-8.018, 2.661, 2.390)
F (-6.912, 3.467, 4.045)
H (-6.937, 3.010, -3.424)
H (-5.940, 1.636, -4.179)
H (-8.036, 1.059, -2.158)
H (-5.180, 0.128, -2.326)
H (-6.491, -0.539, -1.224)
H (-6.621, 3.094, 0.278)
H (-4.024, 2.624, -1.748)
H (-4.873, 3.692, -0.658)
H (-2.158, 2.525, -0.445)
H (-3.001, 2.561, 1.076)
H (-1.873, 4.598, 1.013)
H (-3.476, 5.109, 0.491)
H (-2.148, 4.862, -0.694)
H (-3.114, 0.513, -1.093)
H (-3.030, 0.343, 0.639)
H (-1.930, -1.680, 0.467)
H (-4.977, -2.663, 1.059)
C (4.062, 0.664, 1.613)
O (3.667, 1.326, 2.797)
C (4.465, 2.464, 3.112)
C (3.639, 3.729, 3.036)
N (3.287, 4.037, 1.655)
C (2.323, 5.120, 1.507)
C (0.913, 4.890, 2.037)
O (0.187, 3.895, 1.335)
C (0.362, 2.572, 1.811)
H (3.445, -0.228, 1.516)
H (3.914, 1.291, 0.726)
H (5.113, 0.360, 1.665)
H (5.341, 2.526, 2.462)
H (4.821, 2.333, 4.137)
H (4.214, 4.561, 3.452)
H (2.749, 3.580, 3.664)
H (2.905, 3.203, 1.226)
H (2.242, 5.334, 0.438)
H (2.731, 6.020, 1.978)
H (0.356, 5.821, 1.892)
H (0.896, 4.687, 3.114)
H (0.540, 2.547, 2.889)
H (1.180, 2.061, 1.296)
H (-0.556, 2.022, 1.595)
C (-2.842, -4.225, -9.502)
O (-3.308, -4.819, -8.308)
C (-2.281, -5.390, -7.505)
C (-2.152, -4.647, -6.194)
N (-1.600, -3.315, -6.402)
C (-1.633, -2.463, -5.215)
C (-2.993, -2.042, -4.674)
O (-3.712, -1.180, -5.550)
C (-4.521, -1.828, -6.511)
H (-3.714, -3.900, -10.067)
H (-2.210, -3.353, -9.302)
H (-2.280, -4.943, -10.108)
H (-1.326, -5.406, -8.038)
H (-2.568, -6.425, -7.298)
H (-1.488, -5.208, -5.528)
H (-3.148, -4.614, -5.732)
H (-2.122, -2.860, -7.140)
H (-1.081, -1.552, -5.465)
H (-1.078, -2.960, -4.413)
H (-2.822, -1.468, -3.769)
H (-3.612, -2.893, -4.377)
H (-4.915, -2.776, -6.135)
H (-3.980, -2.008, -7.445)
H (-5.359, -1.167, -6.737)
C (11.223, -2.642, 4.200)
O (10.100, -3.206, 3.552)
C (9.365, -4.121, 4.357)
C (7.980, -3.584, 4.642)
N (8.042, -2.442, 5.544)
C (6.775, -1.738, 5.710)
C (6.201, -1.016, 4.497)
O (6.974, 0.089, 4.065)
C (8.001, -0.212, 3.139)
H (11.748, -2.030, 3.468)
H (10.929, -2.006, 5.042)
H (11.904, -3.419, 4.560)
H (9.895, -4.345, 5.287)
H (9.273, -5.052, 3.791)
H (7.378, -4.371, 5.105)
H (7.521, -3.326, 3.678)
H (8.730, -1.788, 5.192)
H (6.922, -0.994, 6.496)
H (6.028, -2.447, 6.082)
H (5.232, -0.603, 4.791)
H (6.003, -1.697, 3.659)
H (7.735, -1.056, 2.496)
H (8.950, -0.424, 3.639)
H (8.150, 0.670, 2.515)

=====

Formula: C28H62N11Ti
Source: OMol25
Level of theory: ωB97M-V with the def2-TZVPD basis set

Results
* gap between HOMO and LUMO (spin up / spin down): 8.427 / 8.705 eV
* net charge: +2
* maximum force: 0.0221 hartree/bohr
* spin multiplicity: 2
* relative energy (zero: lowest compared OMol25 entry of this formula, charge and spin): 15.0 kJ/mol

Element x y z (Å)
Ti (-0.811, 0.137, 0.452)
N (-1.575, -1.500, -0.691)
C (-2.269, -2.508, 0.138)
C (-1.460, -2.680, 1.410)
N (-1.157, -1.355, 2.010)
C (-0.035, -1.412, 2.977)
C (1.264, -1.214, 2.223)
N (1.177, 0.053, 1.463)
H (-0.639, -1.868, -0.953)
H (-2.082, -1.313, -1.553)
H (-3.280, -2.158, 0.350)
H (-2.350, -3.469, -0.375)
H (-1.976, -3.323, 2.126)
H (-0.505, -3.144, 1.159)
H (-1.992, -1.027, 2.494)
H (-0.176, -0.609, 3.703)
H (-0.032, -2.359, 3.523)
H (2.111, -1.220, 2.913)
H (1.401, -2.012, 1.499)
H (1.232, 0.819, 2.146)
H (1.968, 0.128, 0.829)
C (-0.227, 2.572, -4.377)
N (-0.223, 1.420, -3.480)
C (0.022, 0.143, -4.118)
C (-0.255, 1.535, -2.145)
N (0.328, 0.664, -1.318)
C (1.650, 0.237, -1.699)
C (2.544, 1.237, -2.096)
C (3.860, 0.969, -2.414)
C (4.324, -0.336, -2.298)
C (3.460, -1.332, -1.893)
C (2.108, -1.091, -1.608)
N (1.278, -2.131, -1.147)
C (1.475, -3.362, -1.575)
N (1.950, -3.701, -2.796)
C (1.866, -2.820, -3.942)
C (2.753, -4.900, -3.010)
N (1.097, -4.408, -0.760)
C (1.714, -4.564, 0.547)
C (0.469, -5.606, -1.289)
N (-0.974, 2.563, -1.585)
C (-2.193, 3.071, -2.204)
C (-0.260, 3.543, -0.779)
H (0.606, 2.461, -5.072)
H (-0.076, 3.489, -3.817)
H (-1.154, 2.638, -4.946)
H (1.074, 0.026, -4.389)
H (-0.593, 0.076, -5.015)
H (-0.255, -0.650, -3.428)
H (2.189, 2.261, -2.140)
H (4.519, 1.769, -2.719)
H (5.358, -0.573, -2.508)
H (3.833, -2.344, -1.782)
H (1.035, -2.137, -3.809)
H (1.687, -3.426, -4.829)
H (2.782, -2.243, -4.086)
H (3.040, -5.339, -2.059)
H (3.663, -4.615, -3.540)
H (2.222, -5.642, -3.609)
H (0.972, -4.711, 1.337)
H (2.318, -3.691, 0.774)
H (2.369, -5.441, 0.548)
H (0.055, -5.406, -2.274)
H (-0.347, -5.901, -0.626)
H (1.160, -6.450, -1.359)
H (-2.620, 2.314, -2.857)
H (-2.026, 3.986, -2.775)
H (-2.915, 3.285, -1.416)
H (-0.939, 3.967, -0.037)
H (0.110, 4.369, -1.396)
H (0.592, 3.077, -0.287)
C (-0.561, 4.031, 4.478)
C (0.662, 3.321, 3.899)
C (1.649, 2.967, 5.002)
C (1.344, 4.193, 2.851)
N (0.281, 2.012, 3.285)
N (-0.630, 2.090, 2.170)
H (-0.275, 4.973, 4.944)
H (-1.042, 3.419, 5.244)
H (-1.299, 4.268, 3.709)
H (1.942, 3.860, 5.552)
H (2.545, 2.506, 4.587)
H (1.205, 2.272, 5.718)
H (1.812, 5.046, 3.340)
H (0.642, 4.601, 2.121)
H (2.131, 3.642, 2.331)
H (-0.221, 1.484, 3.997)
H (-0.184, 2.705, 1.495)
H (-1.503, 2.551, 2.431)
C (-5.238, 1.044, 0.905)
C (-3.879, 0.567, 1.410)
C (-3.667, 1.052, 2.846)
C (-2.740, 1.019, 0.481)
H (-6.050, 0.707, 1.550)
H (-5.436, 0.678, -0.104)
H (-5.266, 2.136, 0.875)
H (-3.924, -0.532, 1.447)
H (-3.738, 2.143, 2.890)
H (-2.686, 0.775, 3.246)
H (-4.424, 0.654, 3.521)
H (-2.631, 2.106, 0.604)
H (-3.059, 0.886, -0.567)

=====

- Which formula does entry 1 have?
  C28H62F7N3O10P2

=====

- The highest maximum force belongs to which entry?
  C28H62F7N3O10P2

=====

- Look up the spin multiplicity of the second one.
  2